(1)
4 unconnected molecules or ions with the total composition C28H67N4O, computed with the ωB97M-V functional and the def2-TZVPD basis.

Cartesian coordinates (Å):
O (6.496, -2.167, -1.114)
N (0.080, -0.101, -2.539)
N (-3.642, -4.555, -0.226)
N (1.190, 5.979, -1.170)
N (-2.399, -0.591, 3.502)
C (-4.767, -4.770, -1.130)
C (1.472, 7.335, -0.719)
C (2.171, 5.400, -2.071)
C (-1.025, -0.271, 3.158)
C (0.685, 5.107, -0.126)
C (-0.046, -1.594, -2.351)
C (-0.667, 1.200, 2.908)
C (3.629, 5.320, -1.602)
C (0.711, 0.469, -1.251)
C (-3.408, -0.116, 2.572)
C (-3.123, -0.568, 1.151)
C (1.116, -0.786, -0.479)
C (5.627, -3.268, -0.998)
C (-0.034, -1.729, -0.841)
C (-3.958, -4.517, 1.196)
C (3.034, 1.174, -2.146)
C (5.107, -0.247, -1.707)
C (5.951, -0.956, -0.645)
C (-1.925, -5.066, -1.932)
C (-5.268, -6.205, -1.318)
C (4.049, 0.679, -1.111)
C (-2.443, -5.316, -0.525)
C (1.673, 8.308, -1.869)
C (-4.312, -5.833, 1.894)
C (1.616, 4.745, 1.038)
C (-2.768, -0.426, 4.902)
C (-2.924, 1.001, 5.434)
C (1.687, 1.592, -1.556)
H (2.885, 0.414, -2.928)
H (0.323, 1.268, 2.446)
H (0.854, -2.038, -2.777)
H (0.611, 7.656, -0.127)
H (-1.381, 1.679, 2.235)
H (1.043, 4.258, 1.831)
H (-2.577, -5.475, -2.704)
H (4.540, 1.556, -0.678)
H (-0.915, -1.997, -2.864)
H (-3.524, 0.980, 2.579)
H (5.765, 0.330, -2.359)
H (2.082, 5.631, 1.468)
H (0.623, 0.135, -3.370)
H (3.971, 6.274, -1.199)
H (1.181, 2.273, -2.250)
H (6.797, -0.334, -0.350)
H (-2.981, -1.650, 1.110)
H (1.814, 4.395, -2.315)
H (2.144, 5.954, -3.012)
H (-4.491, -4.373, -2.111)
H (-0.210, 5.582, 0.284)
H (3.461, 2.039, -2.659)
H (-4.368, -0.526, 2.896)
H (4.626, -1.007, -2.333)
H (-4.774, -3.803, 1.337)
H (-3.387, 0.974, 6.421)
H (0.041, -2.752, -0.485)
H (-4.317, -5.681, 2.974)
H (3.783, 4.562, -0.835)
H (-0.392, -0.672, 3.953)
H (5.347, -1.136, 0.257)
H (0.831, 8.265, -2.561)
H (-4.447, -6.897, -1.516)
H (1.749, 9.324, -1.483)
H (2.059, -1.211, -0.825)
H (-0.838, 0.320, -2.668)
H (-5.585, -4.139, -0.775)
H (2.344, 7.388, -0.048)
H (-2.558, -6.400, -0.378)
H (-5.813, -6.572, -0.451)
H (2.412, 4.062, 0.737)
H (4.275, 5.076, -2.448)
H (-3.711, -0.959, 5.046)
H (-0.944, -5.528, -2.058)
H (-0.636, 1.783, 3.827)
H (-1.965, 1.508, 5.540)
H (-3.585, -6.616, 1.676)
H (5.162, -3.302, -0.005)
H (-2.220, -0.082, 0.769)
H (3.553, 0.178, -0.276)
H (1.176, -0.561, 0.585)
H (-2.025, -0.957, 5.502)
H (-3.087, -4.083, 1.700)
H (-1.684, -4.995, 0.196)
H (-5.298, -6.195, 1.611)
H (-3.563, 1.606, 4.790)
H (0.340, 4.184, -0.609)
H (6.221, -4.168, -1.138)
H (4.838, -3.251, -1.762)
H (1.825, 2.162, -0.634)
H (-0.761, -0.843, 2.260)
H (-1.835, -3.990, -2.103)
H (-0.957, -1.299, -0.440)
H (-0.133, 0.898, -0.706)
H (2.588, 8.105, -2.427)
H (-3.946, -0.302, 0.485)
H (-5.942, -6.248, -2.174)

LUMO level (eV): -2.90
Total charge: +1
Calculated total energy (eV): -38123.6199



(2)
A molecular structure, C28H67N9O11Zr in a non-equilibrium geometry, computed with the ωB97M-V functional and the def2-TZVPD basis.

Cartesian coordinates (Å):
Zr (2.044, -9.662, -17.705)
O (2.584, -8.778, -19.845)
O (-2.398, -14.495, -21.131)
O (1.722, -10.688, -26.298)
O (-3.280, -9.289, -25.472)
O (0.053, -9.289, -18.551)
O (1.912, -11.265, -19.455)
O (-4.133, -6.147, -23.528)
O (-5.270, -6.090, -15.606)
O (0.692, -9.262, -15.869)
O (1.428, -4.669, -15.429)
O (2.239, -7.637, -17.449)
N (-2.962, -13.078, -19.448)
N (-3.158, -4.769, -22.011)
N (-1.175, -9.479, -14.543)
N (1.572, -13.442, -20.044)
N (0.558, -4.472, -17.556)
N (-4.219, -6.719, -17.514)
N (0.689, -9.174, -24.969)
N (-2.770, -10.803, -23.847)
N (3.178, -7.228, -21.364)
C (-3.246, -3.640, -21.107)
C (2.668, -13.955, -19.261)
C (0.888, -5.115, -16.410)
C (-1.585, -10.784, -15.000)
C (-4.111, -6.773, -18.959)
C (0.208, -8.315, -26.042)
C (-2.396, -11.923, -24.696)
C (-5.261, -6.189, -16.809)
C (-0.267, -5.158, -18.533)
C (0.763, -3.046, -17.661)
C (0.861, -14.414, -20.891)
C (-4.005, -12.356, -20.182)
C (1.423, -10.281, -25.190)
C (-2.010, -8.872, -13.515)
C (2.627, -6.137, -20.606)
C (-2.798, -12.685, -18.058)
C (-1.947, -5.572, -21.958)
C (-0.058, -8.902, -14.940)
C (-4.126, -5.122, -22.883)
C (-3.124, -7.383, -16.833)
C (-3.217, -9.598, -24.304)
C (1.258, -12.157, -20.052)
C (3.062, -8.478, -20.940)
C (0.509, -8.771, -23.583)
C (-2.297, -10.855, -22.476)
C (-2.321, -14.153, -19.971)
C (-0.788, -9.282, -19.655)
C (4.176, -6.878, -22.382)
H (1.549, -2.610, -17.054)
H (-2.343, -11.884, -22.119)
H (-2.928, -11.746, -25.630)
H (1.569, -14.959, -21.510)
H (-4.189, -12.600, -21.216)
H (-3.732, -11.307, -20.038)
H (-1.988, -13.240, -17.589)
H (0.463, -11.952, -20.775)
H (0.518, -6.158, -16.441)
H (-0.811, -8.024, -25.786)
H (-4.948, -6.199, -19.353)
H (1.678, -10.866, -24.289)
H (0.856, -7.443, -26.136)
H (3.183, -13.203, -18.671)
H (-0.060, -4.769, -19.532)
H (-1.672, -11.477, -14.166)
H (-3.899, -2.867, -21.502)
H (-0.147, -6.241, -18.533)
H (3.829, -6.178, -23.141)
H (-1.269, -8.318, -19.878)
H (-2.473, -6.544, -16.537)
H (-3.184, -6.355, -19.369)
H (-3.298, -7.898, -15.893)
H (-2.240, -3.270, -20.899)
H (-0.270, -9.510, -20.595)
H (-1.050, -4.955, -22.091)
H (-2.743, -10.092, -21.846)
H (-2.653, -11.619, -17.871)
H (-4.881, -4.322, -22.994)
H (-3.758, -12.919, -17.588)
H (-1.704, -6.007, -20.979)
H (0.195, -8.877, -26.970)
H (-1.628, -9.963, -19.482)
H (-2.572, -12.843, -24.144)
H (-1.653, -14.606, -19.214)
H (3.447, -14.423, -19.867)
H (2.615, -5.188, -21.146)
H (-2.471, -7.969, -17.474)
H (1.396, -8.372, -23.088)
H (-4.031, -7.820, -19.267)
H (-1.966, -6.363, -22.700)
H (4.941, -6.326, -21.829)
H (-3.599, -3.975, -20.125)
H (-0.133, -2.475, -17.381)
H (0.282, -15.051, -20.226)
H (0.158, -13.920, -21.561)
H (-0.354, -8.112, -23.499)
H (-4.920, -12.434, -19.586)
H (0.153, -8.009, -14.337)
H (-6.151, -5.946, -17.412)
H (1.933, -6.740, -17.553)
H (2.379, -14.749, -18.569)
H (-1.202, -10.684, -22.481)
H (-3.043, -8.764, -13.840)
H (0.886, -2.778, -18.713)
H (-2.550, -10.682, -15.513)
H (-1.935, -9.461, -12.602)
H (-1.311, -4.879, -18.350)
H (-1.337, -11.939, -24.987)
H (-3.418, -8.919, -23.457)
H (3.562, -9.127, -21.665)
H (0.212, -9.657, -23.010)
H (4.633, -7.740, -22.861)
H (-1.698, -7.851, -13.291)
H (3.143, -5.869, -19.679)
H (1.578, -6.357, -20.407)
H (-0.985, -11.180, -15.818)

LUMO level (eV): -7.89
Total charge: +2
Calculated total energy (eV): -67321.4506



(3)
6 unconnected molecules or ions with the total composition C28H68F6N4O4P2 in a non-equilibrium geometry, computed with the ωB97M-V functional and the def2-TZVPD basis.

Cartesian coordinates (Å):
P (-3.976, -1.719, 3.383)
P (5.201, 1.930, -2.987)
F (-3.627, -2.042, 4.984)
F (-2.931, -0.548, 3.178)
F (-4.416, -1.467, 1.841)
F (-5.229, -2.741, 3.465)
F (-4.920, -0.463, 3.729)
F (-2.877, -2.893, 2.879)
O (-1.867, -5.462, 6.720)
O (-8.647, 2.542, 4.627)
O (-5.002, -5.401, -4.583)
O (-1.987, 3.666, -0.205)
N (-3.376, 2.898, 1.446)
N (-4.903, -6.854, -2.691)
N (-2.617, -6.670, 4.825)
N (-9.700, 4.379, 5.541)
C (-3.649, -4.562, -2.906)
C (6.725, 0.034, -4.605)
C (6.791, 2.583, -2.152)
C (-4.484, -5.615, -3.513)
C (5.369, 0.309, -3.977)
C (2.550, 0.392, 0.087)
C (-2.935, 2.990, 0.046)
C (3.842, 1.736, -1.648)
C (4.804, 3.128, -4.342)
C (-11.038, 2.238, 4.879)
C (-3.586, 2.058, -0.988)
C (-2.946, 4.011, 2.394)
C (5.751, 5.643, -4.251)
C (7.065, 0.896, 1.364)
C (4.551, 4.702, -3.952)
C (-9.714, 2.996, 4.931)
C (5.738, -0.830, -6.800)
C (-1.555, -5.991, 5.655)
C (-0.095, -6.119, 5.092)
C (-8.944, 4.471, 6.843)
C (3.816, 0.450, -0.790)
C (7.413, 1.654, -0.975)
C (-4.723, -8.168, -3.509)
C (-4.065, -6.568, 5.457)
C (5.391, 7.134, -4.238)
C (6.629, -1.180, -5.573)
C (2.509, -0.807, 1.031)
C (6.818, 2.062, 0.429)
H (2.606, 1.204, 0.813)
H (5.623, 3.078, -5.059)
H (-9.197, 3.651, 7.514)
H (4.620, 0.403, -0.055)
H (-4.389, -6.931, -1.824)
H (-11.831, 2.519, 5.573)
H (-2.987, 2.314, -1.862)
H (6.162, 5.332, -5.212)
H (-9.267, 5.421, 7.270)
H (-7.874, 4.593, 6.673)
H (-2.870, 3.691, 3.433)
H (-4.590, 2.396, -1.243)
H (8.117, 0.628, 1.269)
H (4.675, -0.671, -6.617)
H (-1.956, 4.402, 2.159)
H (6.197, 7.701, -4.704)
H (0.485, -6.607, 5.874)
H (7.107, 0.865, -5.197)
H (6.719, 3.613, -1.803)
H (-2.490, -6.108, 3.996)
H (7.132, 3.066, 0.712)
H (1.584, -0.638, 1.582)
H (-3.819, -8.048, -4.106)
H (4.552, 0.272, -4.697)
H (7.200, 0.638, -1.308)
H (5.771, -1.707, -7.447)
H (-9.438, 5.070, 4.852)
H (-4.842, -6.962, 4.801)
H (-11.300, 2.541, 3.866)
H (-4.785, -9.056, -2.881)
H (6.994, 1.164, 2.418)
H (4.252, 4.911, -2.925)
H (6.028, 0.071, -7.341)
H (6.283, -2.113, -5.128)
H (4.050, 2.720, -5.015)
H (-3.565, -3.921, -3.784)
H (-10.622, 4.627, 5.868)
H (6.579, 5.491, -3.558)
H (7.621, -1.280, -6.014)
H (7.502, 2.648, -2.976)
H (2.924, 1.870, -2.220)
H (0.048, -6.657, 4.155)
H (2.496, -1.800, 0.580)
H (7.466, -0.147, -3.827)
H (3.923, 2.682, -1.113)
H (6.479, -0.011, 1.212)
H (3.668, 4.963, -4.536)
H (5.767, 2.271, 0.233)
H (-2.464, -7.638, 4.579)
H (-4.141, -7.225, 6.323)
H (5.425, 7.453, -3.196)
H (-5.889, -6.905, -2.477)
H (-3.723, 4.774, 2.452)
H (1.648, 0.348, -0.523)
H (-10.764, 1.203, 5.081)
H (3.299, -0.923, 1.772)
H (-4.266, -4.035, -2.179)
H (-2.697, -4.942, -2.536)
H (-4.354, 2.999, 1.213)
H (4.509, 7.326, -4.848)
H (0.410, -5.172, 4.904)
H (-5.653, -8.204, -4.077)
H (-3.491, 0.977, -0.877)
H (-3.319, 1.919, 1.688)
H (5.279, -0.564, -3.331)
H (-4.199, -5.512, 5.688)
H (8.489, 1.609, -0.803)
H (3.935, -0.449, -1.395)

LUMO level (eV): -7.78
Total charge: +4
Calculated total energy (eV): -79140.0778



> The lowest LUMO level belongs to which entry?

C28H67N9O11Zr